This record from the OMol25 dataset describes 2 unconnected molecules or ions with the total composition C34H38N2O5S in a non-equilibrium geometry. The level of theory is the ωB97M-V functional and the def2-TZVPD basis.

Geometry as XYZ:
```
80
Properties=species:S:1:pos:R:3:forces:R:3:mulliken_charge:R:1
C -2.765788 3.420619 2.763797 -0.272 0.292 0.371 -1.00
N -2.085571 2.612082 1.796245 -0.697 -0.004 -1.322 0.37
C -2.596548 2.499346 0.530208 -0.796 0.295 0.099 -0.16
O -3.672080 2.949718 0.134666 1.468 -0.668 0.474 -0.69
C -1.589758 1.711179 -0.303829 -0.843 -0.247 0.182 0.28
C -1.099823 2.509277 -1.506494 -0.031 0.241 -0.027 -1.48
C -0.533551 3.849401 -1.101609 0.245 0.244 -0.051 0.43
C -1.404099 4.916187 -0.844910 -0.102 -0.075 -0.137 -0.19
C -0.916181 6.148376 -0.422576 0.217 -0.017 0.095 -0.74
C 0.463985 6.323438 -0.255882 -0.022 -0.122 -0.090 -0.42
C 1.346496 5.273286 -0.544585 0.006 0.156 0.079 -0.73
C 0.847709 4.039921 -0.961711 -0.277 -0.063 -0.070 -0.05
N -0.555371 1.405213 0.671194 1.601 -1.058 0.240 0.47
C 0.455872 0.578619 0.361647 -1.186 0.539 0.425 -0.36
C 1.554690 0.373375 1.192061 0.471 0.204 0.740 0.11
C 2.587622 -0.508969 0.982805 -1.113 1.243 0.683 0.15
C 3.767507 -0.386423 1.800643 1.464 0.699 1.616 0.29
C 5.074820 -0.666829 1.322570 -1.072 -0.380 -0.437 -0.30
C 6.186346 -0.631492 2.156757 -0.010 0.258 0.189 -0.60
C 6.077639 -0.121552 3.453041 -0.252 -0.137 -0.243 -0.55
C 4.832163 0.302565 3.922587 -0.225 -0.080 0.022 -0.73
C 3.695485 0.129415 3.140661 -0.111 -0.271 -0.647 -0.29
C -0.755953 2.075999 1.998411 -0.041 0.250 -0.030 -0.02
C 0.243424 3.227000 2.304568 -0.055 -0.330 -0.519 -0.49
C 0.121458 3.446453 3.811334 0.206 0.387 0.188 -0.80
C -0.492624 2.170106 4.423615 0.085 -0.008 0.487 -0.74
C -0.747189 1.183478 3.279003 0.034 -0.053 -0.658 -1.12
H -3.784488 3.572289 2.412643 0.055 -0.018 -0.010 0.43
H -2.785645 2.909991 3.723481 -0.191 0.111 -0.039 0.25
H -2.287401 4.398346 2.886195 -0.100 -0.100 -0.064 0.25
H -2.073328 0.778492 -0.634917 0.143 0.233 0.042 0.49
H -0.352392 1.915025 -2.041496 -0.143 0.071 -0.068 0.60
H -1.979644 2.654793 -2.144406 0.229 -0.100 -0.028 0.57
H -2.478086 4.766285 -0.998868 0.419 0.118 0.115 0.40
H -1.619860 6.967351 -0.232120 0.393 -0.311 -0.063 0.40
H 0.847776 7.288658 0.077383 -0.056 -0.282 -0.111 0.39
H 2.431578 5.410999 -0.449399 -0.539 0.000 -0.009 0.38
H 1.523705 3.209734 -1.198725 -0.172 0.354 0.113 0.42
H 0.391827 0.095841 -0.612458 -0.002 -0.032 0.025 0.73
H 1.609161 1.033289 2.055306 0.171 -0.064 -0.347 -0.40
H 2.469973 -1.317674 0.215408 0.599 0.007 0.025 -0.07
H 5.171124 -0.924236 0.260093 0.012 -0.049 0.657 0.69
H 7.146369 -1.016067 1.805736 -0.262 0.329 -0.014 0.38
H 6.947423 -0.067046 4.103453 -0.126 -0.005 -0.169 0.39
H 4.734632 0.742284 4.921936 0.057 -0.292 -0.395 0.37
H 2.716115 0.358191 3.575976 0.411 -0.091 -0.132 0.43
H 1.250914 2.906531 2.011032 -0.213 0.213 0.140 0.39
H -0.000930 4.109945 1.698858 0.055 -0.224 0.188 -0.02
H 1.099567 3.652668 4.249639 -0.074 0.038 -0.032 0.40
H -0.506774 4.319286 4.022832 0.204 -0.205 -0.002 0.38
H 0.189051 1.745249 5.164140 -0.118 -0.061 -0.073 0.52
H -1.414948 2.417115 4.961147 0.283 -0.179 -0.069 0.34
H -1.693699 0.634180 3.371661 0.278 0.124 -0.077 0.37
H 0.065201 0.455667 3.209692 -0.231 0.030 0.058 0.42
C -0.435295 -1.483208 -4.406853 0.026 -0.097 -0.204 -1.08
C 0.282906 -2.509681 -3.561624 -0.265 0.249 0.278 -0.37
O 1.111961 -1.856673 -2.575702 -0.529 -0.195 -0.398 -0.25
C 1.528859 -2.744855 -1.600306 1.533 -0.902 1.049 0.42
C 2.841582 -2.348465 -1.047083 -0.494 -1.861 -1.415 -0.53
S 3.923456 -3.714674 -0.703962 -0.237 0.792 -0.610 1.32
C 5.543314 -3.389419 -1.509912 0.246 -0.111 0.473 -0.25
C 5.836229 -3.945530 -2.769832 -0.183 0.356 0.424 -0.48
C 7.120217 -3.800242 -3.295677 -0.320 -0.136 -0.198 -0.45
C 8.071511 -3.038050 -2.628549 0.335 0.292 -0.082 -0.52
C 7.767111 -2.473163 -1.396216 0.181 -0.032 0.201 -0.45
C 6.554204 -2.756054 -0.781092 -0.455 0.153 -0.213 -0.32
O 4.149371 -3.748133 0.732898 0.346 -0.240 -0.407 -0.69
O 3.527245 -4.897164 -1.431201 -0.414 -0.331 0.547 -0.72
O 0.860791 -3.720698 -1.254236 0.643 1.459 -0.641 -0.68
H -1.120981 -2.039975 -5.053183 -0.003 0.195 -0.038 0.40
H -1.029625 -0.803731 -3.791500 0.050 -0.012 -0.009 0.16
H 0.234983 -0.900467 -5.050049 -0.065 -0.087 0.226 0.30
H -0.445369 -3.130799 -3.030839 0.190 -0.008 -0.180 0.35
H 0.914292 -3.151881 -4.191923 -0.078 0.078 0.237 0.31
H 3.359343 -1.498784 -1.481805 0.015 -0.229 -0.408 0.74
H 5.069465 -4.502618 -3.308280 0.186 0.164 0.236 0.42
H 7.355634 -4.274124 -4.252799 -0.030 0.194 0.339 0.36
H 9.067793 -2.880345 -3.056694 -0.454 -0.055 0.070 0.34
H 8.463219 -1.800770 -0.891914 0.072 -0.446 -0.082 0.37
H 6.393396 -2.486502 0.264617 -0.068 -0.102 -0.515 0.72
```
Forces are in eV/Å.

* highest occupied orbital energy: -0.250 hartree
* charge: 0
* 2S+1: 1
* energy above the lowest of the compared OMol25 structures with the same formula, charge and spin: 0.3280 eV

---

This record from the OMol25 dataset describes a molecular structure, C34H39AsBrMnN7O6 in a non-equilibrium geometry. The level of theory is the ωB97M-V functional and the def2-TZVPD basis.

Geometry as XYZ:
```
89
Properties=species:S:1:pos:R:3:forces:R:3:lowdin_spin:R:1
Mn 1.445647 -0.323296 0.294746 -1.307 -0.245 0.541 0.96
N -0.499552 0.977167 1.113666 0.291 0.277 -0.148 0.01
C -0.395006 1.003491 2.574955 0.014 0.000 -0.171 0.00
C 0.263211 -0.283539 3.053501 -0.032 -0.166 0.242 0.00
O -0.225312 -0.864857 4.039450 0.256 0.103 -0.239 0.00
N 1.325764 -0.631152 2.327027 0.147 -0.128 -0.388 0.00
C 2.018956 -1.845683 2.743960 -0.090 0.282 -0.108 0.00
C 2.417536 -2.690759 1.550519 0.127 -0.020 -0.391 0.00
O 2.940458 -3.788579 1.706881 -0.124 0.267 -0.082 0.00
O 2.197874 -2.138501 0.388905 0.121 -0.234 -0.104 0.01
H -0.812673 1.867518 0.747230 -0.061 0.059 0.006 0.00
H -1.185973 0.298249 0.820580 -0.107 -0.164 -0.058 0.00
H -1.350799 1.104222 3.085616 -0.122 0.026 0.038 0.00
H 0.244978 1.839504 2.865631 0.017 0.056 -0.001 0.00
H 1.420363 -2.444358 3.422942 -0.120 -0.086 0.132 0.00
H 2.944733 -1.601650 3.273406 0.022 -0.003 0.116 0.00
C 2.099418 0.434138 -3.071407 -0.063 -0.110 0.054 0.00
O 1.180816 -0.120742 -2.128260 0.365 0.033 0.015 0.00
C 0.372814 -1.119078 -2.581518 -0.236 0.002 -0.110 0.00
C 0.250577 -1.522187 -3.875457 -0.076 -0.121 -0.236 0.00
C -0.639415 -2.580639 -4.185991 0.133 0.109 -0.139 0.00
Br -0.790130 -3.124565 -5.996207 0.022 0.018 0.022 0.00
C -1.359260 -3.216484 -3.227193 -0.092 -0.171 0.240 0.00
C -1.242668 -2.792465 -1.880994 -0.081 -0.051 -0.029 0.00
C -0.407456 -1.711337 -1.539602 0.277 -0.207 -0.377 0.00
O -0.293222 -1.259839 -0.358727 0.227 0.267 0.811 0.00
C -1.904763 -3.455993 -0.792284 -0.062 -0.045 -0.081 0.00
N -1.689952 -3.188092 0.489428 0.033 0.103 0.659 0.00
C -2.469603 -4.004280 1.304944 0.250 0.197 -0.204 0.00
C -2.588493 -4.085959 2.682581 0.083 0.128 0.187 0.00
C -3.483742 -5.024044 3.165778 -0.002 -0.004 0.003 0.00
C -4.227771 -5.843704 2.305162 0.014 0.021 0.002 0.00
C -4.100749 -5.754366 0.929050 -0.060 -0.072 -0.062 0.00
C -3.202205 -4.814352 0.450809 0.028 0.035 -0.357 0.00
N -2.821243 -4.439764 -0.846705 -0.274 -0.340 -0.051 0.00
H 2.701497 -0.352472 -3.529337 0.012 -0.024 0.038 0.00
H 2.742699 1.101951 -2.513184 0.064 0.028 0.076 0.00
H 1.568864 0.990160 -3.847638 -0.065 -0.022 0.022 0.00
H 0.816192 -1.056329 -4.671803 -0.040 -0.062 0.041 0.00
H -1.985135 -4.060857 -3.498878 0.032 0.117 0.028 0.00
H -1.025352 -2.448352 0.729926 0.059 0.028 -0.014 0.00
H -2.007463 -3.443986 3.342106 -0.092 -0.105 -0.124 0.00
H -3.609362 -5.127179 4.236060 -0.011 -0.010 -0.051 0.00
H -4.918560 -6.565040 2.724030 0.045 0.043 -0.011 0.00
H -4.675274 -6.385915 0.261463 0.039 0.033 0.069 0.00
H -3.177171 -4.826771 -1.701517 -0.023 -0.048 -0.021 0.00
C -6.869074 3.312765 0.350714 0.141 0.028 -0.039 0.00
C -5.405836 3.649404 0.174052 -0.107 0.015 -0.049 0.00
C -4.930564 4.209126 -1.008908 0.005 -0.011 0.002 0.00
C -3.586072 4.495345 -1.206100 0.074 -0.023 0.004 0.00
C -2.673673 4.223480 -0.189008 0.096 0.052 -0.040 0.00
N -1.276707 4.442522 -0.303423 -0.135 0.047 -0.133 0.00
C -0.612600 5.164432 -1.261153 -0.004 -0.181 -0.272 0.00
O -1.136041 5.818857 -2.139588 0.064 -0.018 0.241 0.00
N 0.778566 5.094040 -1.162388 -0.082 -0.011 0.127 0.00
C 1.577566 4.126532 -0.517593 -0.208 0.093 -0.092 0.00
C 2.681504 4.505264 0.231484 0.034 0.217 0.042 0.00
C 3.447496 3.524831 0.826191 0.151 -0.077 0.107 0.00
C 3.088798 2.198014 0.657504 0.260 0.156 0.108 0.00
N 2.048174 1.823878 -0.081287 0.200 -0.100 0.511 0.01
C 1.315454 2.767584 -0.651170 -0.331 0.058 -0.451 0.00
C -3.133860 3.680972 1.006122 -0.046 -0.029 0.118 0.00
C -4.479770 3.396216 1.178988 0.025 -0.029 0.058 0.00
H -7.504425 4.037809 -0.160420 0.031 -0.020 0.025 0.00
H -7.148122 3.297184 1.405318 0.026 0.009 -0.046 0.00
H -7.095644 2.327368 -0.066004 0.019 0.042 0.020 0.00
H -5.632272 4.434261 -1.806719 0.063 -0.017 0.043 0.00
H -3.247011 4.934759 -2.131564 -0.010 -0.001 0.033 0.00
H -0.725380 4.145516 0.480946 0.048 -0.044 0.167 0.00
H 1.241594 5.820710 -1.679139 0.029 0.034 -0.120 0.00
H 2.923597 5.556216 0.346423 -0.029 -0.053 0.014 0.00
H 4.307091 3.778367 1.432798 -0.031 -0.013 -0.033 0.00
H 3.655628 1.406921 1.125402 0.044 -0.059 0.053 0.00
H 0.485023 2.428734 -1.263875 0.004 0.027 0.062 0.00
H -2.440442 3.493946 1.823260 -0.033 -0.011 -0.078 0.00
H -4.812321 2.972788 2.121220 0.026 0.027 -0.042 0.00
C 6.206912 -0.007763 -1.368203 0.066 -0.013 0.050 0.00
As 4.670245 -0.834110 -0.444899 0.171 0.216 -0.161 0.00
C 5.080552 -2.682210 -0.898392 -0.071 -0.130 0.032 0.00
C 5.481406 -0.879378 1.341344 -0.054 -0.098 0.050 0.00
H 7.143630 -0.450305 -1.024097 0.006 0.025 -0.039 0.00
H 6.232485 1.069075 -1.186678 -0.006 -0.050 0.004 0.00
H 6.113502 -0.173247 -2.442753 -0.005 0.017 0.011 0.00
H 6.141045 -2.872006 -0.724956 -0.008 -0.016 -0.016 0.00
H 4.843703 -2.880042 -1.944161 -0.011 0.029 0.013 0.00
H 4.472091 -3.333652 -0.267354 0.031 0.058 -0.050 0.00
H 6.485811 -1.297622 1.271125 0.013 0.000 0.013 0.00
H 4.880011 -1.519818 1.987551 0.027 0.026 -0.018 0.00
H 5.543862 0.114002 1.785710 -0.019 0.033 -0.020 0.00
```
Forces are in eV/Å.

* highest occupied orbital energy (spin up / spin down): -0.267 / -0.257 hartree
* charge: 0
* 2S+1: 2
* energy above the lowest of the compared OMol25 structures with the same formula, charge and spin: 1.2734 eV

---

This record from the OMol25 dataset describes a molecular structure, C34H39ClN4O2P2Pt in a non-equilibrium geometry. The level of theory is the ωB97M-V functional and the def2-TZVPD basis.

Geometry as XYZ:
```
83
Properties=species:S:1:pos:R:3:forces:R:3:lowdin_spin:R:1
Pt 0.313774 -0.661557 3.157437 -0.149 -0.741 0.065 1.03
C -0.968192 1.616966 3.256208 -1.894 -2.035 -1.950 0.02
C -1.309539 0.584804 2.356660 -1.477 1.859 0.763 0.00
C -1.079141 0.791106 0.871027 0.285 -0.004 0.128 0.00
C 0.197371 0.213910 0.252459 0.058 -0.468 0.067 0.02
C 1.250546 -0.157150 1.293099 -0.142 0.456 0.072 0.13
C 1.782855 0.898655 2.066833 1.071 -0.107 -0.297 0.34
C 1.275645 2.284382 2.081059 -0.151 1.167 -0.045 0.05
C 0.059927 2.604959 3.029720 1.681 0.878 -0.187 0.02
C 1.943892 -1.494526 4.009745 0.739 -0.591 0.241 0.09
H -1.631304 1.817200 4.093045 0.444 -0.550 0.330 0.00
H -2.209832 0.005531 2.621140 0.371 0.350 -0.100 0.00
H -1.018378 1.871826 0.688110 -0.465 -0.282 0.137 0.00
H -1.950670 0.354073 0.352068 0.358 0.302 0.347 0.00
H -0.068912 -0.662513 -0.351489 0.266 0.190 0.101 0.00
H 0.609037 1.004057 -0.400407 0.097 -0.501 -0.081 0.00
H 1.928862 -0.983706 1.026668 -0.328 0.302 0.251 0.02
H 2.767596 0.749326 2.498493 -0.184 -0.085 0.119 0.01
H 1.107069 2.674360 1.063456 -0.265 -0.262 0.142 0.01
H 2.101646 2.911460 2.450434 -0.311 -0.090 -0.069 0.00
H 0.540880 2.848340 3.988519 -0.466 0.009 0.026 0.00
H -0.449710 3.525476 2.702727 0.157 -0.030 0.036 0.00
H 2.465062 -0.579373 4.412761 -0.358 -1.156 -0.184 0.00
H 2.528280 -1.955942 3.198640 0.201 -0.107 0.653 0.02
H 1.655383 -2.218676 4.809925 0.464 0.549 -0.647 0.01
P 1.881687 -1.032494 -2.812991 1.664 -0.224 -3.163 0.00
P -1.947791 -0.504973 -2.550062 -0.932 1.216 -1.685 0.00
N 3.158792 0.151868 -3.209369 0.709 -0.013 0.725 0.00
N 2.426753 -2.327026 -4.021950 -0.569 -0.401 0.693 0.00
N -2.070012 1.223489 -2.897803 0.382 0.823 1.016 0.00
N -3.510941 -0.938468 -3.287066 -0.500 -0.852 -0.136 0.00
C 0.637240 -0.267921 -3.946792 -0.573 0.438 0.453 0.00
C -0.764968 -0.912577 -3.943507 -0.192 -0.899 -0.005 0.00
C 4.087414 0.546934 -2.216798 -0.019 0.484 -0.973 0.00
C 5.097458 1.300344 -2.819308 -0.921 -0.689 0.392 0.00
C 4.829216 1.330646 -4.230998 -1.373 -0.767 0.390 0.00
C 3.634986 0.625936 -4.440827 0.807 0.740 0.572 0.00
C 2.555183 -3.676851 -3.657498 0.295 0.299 -1.115 0.00
C 2.908026 -4.422111 -4.782473 -0.277 0.840 0.804 0.00
C 2.984670 -3.515677 -5.888588 -0.299 0.713 0.932 0.00
C 2.667003 -2.252234 -5.393737 0.096 -0.695 -0.081 0.00
C -1.924074 2.076686 -1.788804 -0.074 0.207 -0.906 0.00
C -1.755500 3.376540 -2.216791 -0.360 -0.769 0.291 0.00
C -1.884882 3.369940 -3.644348 0.174 -1.209 0.144 0.00
C -2.022992 2.031140 -4.042438 0.045 0.933 0.654 0.00
C -4.262513 -0.271499 -4.271772 -0.105 -1.276 -0.300 0.00
C -5.178489 -1.156538 -4.829677 0.979 0.103 1.081 0.00
C -5.044642 -2.410170 -4.128793 0.964 0.779 0.428 0.00
C -4.034275 -2.253593 -3.183692 -0.360 0.936 -1.088 0.00
H 1.047461 -0.242291 -4.970838 -0.283 -0.066 0.504 0.00
H 0.550502 0.774463 -3.610197 0.058 -0.027 -0.115 0.00
H -1.293230 -0.663683 -4.873367 0.137 -0.186 0.146 0.00
H -0.676182 -2.019944 -3.882446 -0.062 0.459 -0.328 0.00
H 3.872959 0.290421 -1.172671 0.299 0.160 -0.567 0.00
H 5.906547 1.803233 -2.285915 -0.299 -0.331 -0.293 0.00
H 5.421883 1.814512 -5.004791 -0.260 -0.140 0.282 0.00
H 3.075036 0.512099 -5.368140 0.313 -0.012 0.517 0.00
H 2.383578 -3.962974 -2.632139 0.079 -0.091 -0.035 0.00
H 3.097812 -5.488232 -4.795049 -0.059 0.203 0.007 0.00
H 3.261514 -3.761816 -6.912381 -0.170 0.179 0.363 0.00
H 2.592423 -1.319470 -5.935936 0.088 -0.307 0.144 0.00
H -2.036712 1.672879 -0.792998 0.110 0.329 -0.712 0.00
H -1.566660 4.199552 -1.524078 -0.273 -0.147 -0.542 0.00
H -1.904590 4.265247 -4.262025 0.146 -0.492 -0.045 0.00
H -2.132153 1.612174 -5.035487 0.087 0.087 0.233 0.00
H -4.105468 0.765608 -4.507051 0.105 -0.051 0.085 0.00
H -5.851893 -0.936386 -5.648263 0.015 0.030 0.263 0.00
H -5.613807 -3.306333 -4.326807 0.060 0.051 0.177 0.00
H -3.637659 -2.935152 -2.446320 -0.001 -0.001 -0.092 0.00
Cl -1.558311 0.958234 11.458025 -0.124 0.258 1.015 0.00
C -1.402891 0.451592 9.849814 0.215 -0.549 -1.945 0.00
C -1.661388 -0.891275 9.499276 0.144 0.542 -0.633 0.00
C -1.518627 -1.273330 8.148191 -0.112 0.309 0.384 0.00
C -1.101928 -0.347237 7.177102 -0.022 0.016 0.402 0.01
C -0.871770 0.987009 7.536231 -0.176 -0.323 0.337 0.00
C -1.024885 1.393992 8.871424 -0.123 -0.364 -0.355 0.00
C -0.876007 -0.820801 5.757502 -0.022 -0.459 -0.245 0.02
O -1.313076 -1.913461 5.380234 0.581 1.181 0.001 0.03
O -0.162649 0.018927 5.030385 -0.376 -0.165 1.594 0.13
H -1.987428 -1.597108 10.272064 0.187 0.295 -0.417 0.00
H -1.756082 -2.289156 7.816397 0.200 0.366 0.218 0.00
H -0.595910 1.672195 6.728104 0.014 -0.095 0.569 0.00
H -0.869926 2.442162 9.139884 -0.037 -0.433 0.039 0.00
```
Forces are in eV/Å.

* highest occupied orbital energy (spin up / spin down): -0.235 / -0.308 hartree
* charge: 0
* 2S+1: 3
* energy above the lowest of the compared OMol25 structures with the same formula, charge and spin: 0.0000 eV